No. 1
Computed, not measured: the molecule C5H10N2, with ωB97M-V/def2-TZVPD.

Each line ends with the Löwdin charge.
Element x y z (Å)
C  -2.054  -0.154  0.044  -0.05
C  -1.107  -0.378  -1.118  -0.30
N  -0.192  0.691  -1.530  0.06
C  0.363  -0.476  -0.871  -0.27
C  1.029  -0.546  0.476  -0.29
C  2.069  0.436  0.839  -0.16
N  0.910  0.264  1.703  0.02
H  -2.726  0.691  -0.144  0.08
H  -1.498  0.045  0.964  0.06
H  -2.680  -1.034  0.229  0.08
H  -1.552  -0.905  -1.965  0.13
H  -0.249  1.509  -0.929  0.09
H  1.036  -1.062  -1.504  0.14
H  1.228  -1.595  0.697  0.14
H  3.024  0.101  1.228  0.10
H  2.101  1.339  0.231  0.11
H  0.298  1.075  1.650  0.08

The multiplicity is 1. The energy above the lowest of the compared OMol25 structures with the same formula, charge and spin comes out at 225.6 kJ/mol. The value obtained for the lowest unoccupied orbital energy is 1.11 eV.


No. 2
Computed, not measured: the molecule C5H10N2, with ωB97M-V/def2-TZVPD.

Each line ends with the Löwdin charge.
Element x y z (Å)
C  0.480  1.129  1.655  -0.08
C  -0.420  0.049  1.097  -0.31
C  0.218  -0.983  0.379  -0.11
C  1.038  -1.725  -0.186  -0.15
N  1.428  -2.404  -1.283  0.02
C  -1.374  0.389  -0.372  -0.21
N  -0.687  1.259  -1.265  -0.01
H  1.347  0.674  2.138  0.08
H  0.896  1.746  0.855  0.07
H  -0.058  1.787  2.339  0.07
H  -1.190  -0.291  1.789  0.12
H  1.747  -3.347  -1.125  0.08
H  1.772  -1.870  -2.074  0.09
H  -2.251  0.863  0.083  0.08
H  -1.741  -0.491  -0.904  0.11
H  -0.752  1.058  -2.255  0.08
H  -0.453  2.157  -0.871  0.07

The multiplicity is 1. The energy above the lowest of the compared OMol25 structures with the same formula, charge and spin comes out at 340.3 kJ/mol. The value obtained for the lowest unoccupied orbital energy is 0.99 eV.


> Which formula does entry 2 have?

C5H10N2